Record 1
Entry from OMol25: a structure of composition C42H29ClF3IN3O3SbSc (ωB97M-V with the def2-TZVPD basis set).

E_tot: -110657.4515 eV
E_HOMO: -4.99 eV
charge: -1
orbital gap: 7.19 eV
LUMO: 2.19 eV

XYZ file:
```
84
Properties=species:S:1:pos:R:3:mulliken_charge:R:1
Sc -1.023 0.724 0.702 -0.357
O 0.818 1.255 1.470 0.418
C 1.256 1.832 2.555 0.153
C 2.620 1.759 2.901 -0.194
C 3.120 2.408 4.009 -0.779
C 2.291 3.157 4.840 -0.829
C 0.943 3.208 4.544 -0.641
C 0.403 2.551 3.435 0.530
C -1.043 2.575 3.299 -0.617
N -1.720 1.876 2.462 0.843
N -3.110 2.000 2.572 -1.139
C -3.673 1.187 1.718 0.360
O -3.054 0.404 0.917 -0.178
C -5.168 1.174 1.682 0.234
C -5.916 2.192 2.269 -0.292
C -7.300 2.148 2.227 -0.678
C -7.945 1.083 1.607 -0.323
C -7.202 0.072 1.022 -0.693
C -5.816 0.119 1.053 -0.329
H 3.276 1.186 2.261 0.569
H 4.178 2.327 4.232 0.419
H 2.682 3.670 5.707 0.378
H 0.266 3.753 5.191 0.368
H -1.602 3.190 4.010 0.247
H -5.398 3.007 2.752 0.437
H -7.878 2.943 2.680 0.362
H -9.027 1.050 1.579 0.366
H -7.703 -0.757 0.538 0.394
H -5.214 -0.654 0.596 0.531
Cl -3.963 -5.379 -1.080 -0.313
C -3.035 -4.131 -0.286 0.372
C -2.835 -4.181 1.062 -0.376
C -2.088 -3.189 1.727 -0.245
I -1.846 -3.333 3.777 -0.029
C -1.501 -2.132 1.053 0.471
O -0.797 -1.202 1.581 -0.520
C -1.748 -2.082 -0.380 0.495
N -1.282 -0.974 -1.003 1.457
C -1.503 -0.812 -2.286 -1.100
C -2.176 -1.778 -3.058 -1.280
C -2.674 -2.890 -2.438 -1.023
C -2.502 -3.062 -1.047 -0.009
H -3.257 -4.996 1.634 0.467
H -1.166 0.125 -2.719 0.727
H -2.321 -1.612 -4.115 0.525
H -3.222 -3.634 -2.999 0.471
C -1.472 2.354 -0.847 -1.188
H -1.514 3.311 -0.304 0.247
H -2.472 2.200 -1.278 0.288
H -0.777 2.513 -1.686 0.362
F 7.533 2.171 0.616 -0.367
C 6.309 1.795 0.176 0.382
C 5.255 2.671 0.313 -0.480
C 4.006 2.263 -0.141 -0.758
C 3.819 1.016 -0.724 -0.299
C 4.916 0.163 -0.840 -0.127
C 6.170 0.540 -0.389 -0.707
Sb 1.886 0.475 -1.426 1.252
C 2.507 0.160 -3.463 0.044
C 1.738 -0.593 -4.348 0.178
C 2.069 -0.714 -5.689 -0.760
C 3.187 -0.048 -6.147 0.335
F 3.527 -0.159 -7.453 -0.350
C 3.967 0.732 -5.319 -0.780
C 3.616 0.827 -3.980 -0.388
C 1.957 -1.555 -0.737 0.150
C 1.714 -2.659 -1.546 -0.423
C 1.596 -3.935 -1.014 -0.756
C 1.717 -4.084 0.353 0.247
F 1.597 -5.324 0.882 -0.410
C 1.949 -3.017 1.196 -0.590
C 2.065 -1.754 0.638 -0.129
H 5.409 3.635 0.775 0.479
H 3.165 2.934 -0.016 0.330
H 4.791 -0.821 -1.277 0.416
H 7.028 -0.112 -0.464 0.434
H 0.844 -1.103 -4.005 0.035
H 1.477 -1.307 -6.372 0.461
H 4.831 1.244 -5.717 0.444
H 4.241 1.429 -3.333 0.351
H 1.613 -2.550 -2.619 0.321
H 1.404 -4.798 -1.635 0.476
H 1.999 -3.172 2.263 0.478
H 2.188 -0.907 1.303 0.147
```

Record 2
Entry from OMol25: a structure of composition C73H56FGeIMnOP4 in a non-equilibrium geometry (ωB97M-V with the def2-TZVPD basis set).

<S²>: 6.4444
spin multiplicity: 5
E_tot: -214459.4754 eV
E_HOMO (alpha / beta): -9.24 / -9.37 eV
charge: +1
orbital gap (alpha / beta): 5.24 / 6.02 eV
LUMO (alpha / beta): -4.00 / -3.35 eV

XYZ file:
```
138
Properties=species:S:1:pos:R:3:mulliken_charge:R:1
Mn 0.723 -0.265 0.308 -1.068
F -0.894 0.621 0.078 0.891
Ge -0.031 1.869 2.417 2.555
C 1.946 1.895 2.875 -1.188
C 2.252 2.968 3.712 -0.569
C 3.414 3.002 4.465 -1.215
C 4.286 1.926 4.410 -0.694
C 4.062 0.913 3.494 -0.310
C 2.928 0.909 2.678 0.342
P 2.926 -0.261 1.257 2.240
C 3.401 -1.886 1.949 0.931
C 2.422 -2.838 2.229 -0.580
C 2.768 -4.062 2.777 -1.000
C 4.095 -4.344 3.064 -0.667
C 5.077 -3.411 2.770 -0.977
C 4.739 -2.195 2.199 -0.568
C 4.471 0.152 0.363 1.060
C 5.385 1.116 0.785 -0.393
C 6.593 1.271 0.122 -0.851
C 6.882 0.504 -0.995 -0.689
C 5.967 -0.440 -1.435 -0.808
C 4.774 -0.625 -0.756 -0.456
C 0.008 3.377 1.114 -0.547
C -0.444 4.571 1.664 -0.028
C -0.060 5.790 1.123 -1.174
C 0.810 5.810 0.047 -0.936
C 1.209 4.622 -0.549 -0.352
C 0.795 3.388 -0.043 -0.248
P 1.083 1.848 -1.017 1.868
C -0.293 1.962 -2.233 0.731
C -0.713 3.176 -2.774 -0.400
C -1.736 3.204 -3.708 -0.655
C -2.358 2.029 -4.107 -0.939
C -1.939 0.817 -3.582 -0.071
C -0.908 0.784 -2.655 0.087
C 2.501 2.278 -2.073 0.652
C 2.489 1.897 -3.414 -0.777
C 3.542 2.244 -4.244 -0.816
C 4.614 2.966 -3.744 -0.853
C 4.637 3.331 -2.406 -0.862
C 3.593 2.979 -1.568 -0.476
C -1.025 2.240 4.126 -0.287
C -0.562 2.846 5.285 -0.491
C -1.447 3.070 6.334 -0.900
C -2.775 2.682 6.237 -0.901
C -3.235 2.065 5.081 -0.322
C -2.355 1.859 4.029 0.583
P -2.753 1.106 2.420 0.730
C -3.486 2.518 1.516 0.661
C -4.521 3.287 2.051 0.021
C -5.012 4.375 1.350 -0.941
C -4.483 4.701 0.106 -0.823
C -3.456 3.943 -0.432 -0.709
C -2.954 2.858 0.274 0.482
C -4.134 -0.026 2.753 -0.417
C -4.251 -2.546 3.254 0.252
C -5.723 -2.817 3.226 -1.266
C -6.641 -1.990 2.672 -0.481
C -6.421 -0.743 2.032 -0.750
C -5.272 0.059 1.988 -0.288
H 1.557 3.800 3.765 0.990
H 3.621 3.840 5.117 0.453
H 5.156 1.891 5.052 0.439
H 4.786 0.115 3.405 0.430
H 1.383 -2.638 2.000 0.233
H 2.003 -4.802 2.970 0.537
H 4.364 -5.293 3.510 0.406
H 6.117 -3.632 2.972 0.442
H 5.523 -1.501 1.926 0.384
H 5.178 1.740 1.640 0.379
H 7.298 2.009 0.481 0.426
H 7.813 0.651 -1.528 0.390
H 6.185 -1.042 -2.307 0.465
H 4.085 -1.389 -1.090 0.178
H -1.093 4.544 2.534 0.481
H -0.420 6.715 1.554 0.497
H 1.171 6.752 -0.344 0.427
H 1.861 4.660 -1.411 0.593
H -0.256 4.106 -2.473 0.390
H -2.052 4.151 -4.125 0.478
H -3.169 2.063 -4.824 0.425
H -2.415 -0.107 -3.884 0.656
H -0.588 -0.165 -2.245 -0.758
H 1.649 1.343 -3.812 0.478
H 3.519 1.957 -5.288 0.486
H 5.431 3.246 -4.397 0.416
H 5.474 3.890 -2.010 0.477
H 3.603 3.280 -0.529 0.611
H 0.477 3.118 5.403 0.503
H -1.090 3.544 7.239 0.429
H -3.451 2.856 7.064 0.444
H -4.267 1.743 5.002 0.449
H -4.941 3.034 3.016 0.475
H -5.811 4.974 1.769 0.414
H -4.874 5.548 -0.443 0.436
H -3.043 4.189 -1.403 0.390
H -2.141 2.275 -0.141 -0.501
H -3.782 -3.250 3.945 0.535
H -6.055 -3.759 3.646 0.479
H -7.665 -2.346 2.651 0.424
H -7.277 -0.357 1.492 0.450
H -5.337 0.901 1.312 0.337
O 0.488 -0.268 2.209 -0.256
C -0.323 -1.136 1.683 -0.496
C -1.451 -1.625 2.243 0.809
C -1.500 -1.382 3.701 -0.580
C -2.592 -1.125 4.412 -1.414
C -3.961 -1.108 3.803 0.246
C -3.649 -2.741 1.877 -0.784
C -2.460 -2.308 1.443 0.086
P -2.036 -2.363 -0.375 1.567
C -1.971 -4.154 -0.684 1.022
C -1.534 -5.017 0.320 -0.987
C -1.338 -6.363 0.052 -0.704
C -1.577 -6.858 -1.221 -0.561
C -2.016 -6.007 -2.225 -0.766
C -2.195 -4.658 -1.965 -0.622
C -3.593 -1.804 -1.178 -0.189
C -3.674 -0.449 -1.485 0.128
C -4.847 0.089 -1.997 -0.407
C -5.948 -0.726 -2.206 -0.928
C -5.863 -2.087 -1.939 -0.889
C -4.688 -2.629 -1.438 -0.328
H -0.537 -1.338 4.199 0.679
H -2.505 -0.969 5.480 0.337
H -4.695 -0.915 4.593 0.827
H -4.310 -3.220 1.167 0.542
H -1.358 -4.634 1.319 0.295
H -0.998 -7.025 0.838 0.432
H -1.419 -7.907 -1.433 0.407
H -2.209 -6.404 -3.214 0.412
H -2.519 -3.989 -2.754 0.453
H -2.806 0.181 -1.327 -0.222
H -4.899 1.147 -2.230 0.494
H -6.873 -0.304 -2.578 0.429
H -6.713 -2.732 -2.124 0.452
H -4.620 -3.694 -1.259 0.459
I 1.350 -2.085 -1.462 -0.357
```

Record 3
Entry from OMol25: a cluster of 2 separate species, C4H12NOS in total in a non-equilibrium geometry (ωB97M-V with the def2-TZVPD basis set).

E_tot: -18714.8529 eV
E_HOMO: -2.54 eV
charge: -1
orbital gap: 5.93 eV
LUMO: 3.39 eV

XYZ file:
```
19
Properties=species:S:1:pos:R:3:mulliken_charge:R:1
C -1.769 -0.442 -0.074 -0.462
C -2.360 0.883 0.338 -0.692
S -3.862 1.443 -0.805 -0.711
C -0.280 -0.786 0.150 -0.643
N 0.866 -0.044 -0.476 -0.290
C 1.535 0.974 0.433 -1.104
H -1.902 -0.470 -1.248 0.268
H -2.325 -1.276 0.371 0.283
H -2.836 0.921 1.295 0.272
H -1.587 1.704 0.376 0.122
H -0.277 -1.810 -0.331 0.250
H -0.056 -0.811 1.306 0.273
H 0.338 0.466 -1.310 0.257
H 2.092 0.364 1.124 0.431
H 2.239 1.644 -0.109 0.344
H 0.808 1.455 1.080 0.386
H 2.839 -0.679 -0.507 0.444
H 2.989 -2.087 -1.064 0.307
O 3.549 -1.449 -0.549 -0.736
```